Record 1
This record from OMol25 describes a cluster of 3 separate species, C13H28NO6P in total. The level of theory is wB97M-V/def2-TZVPD.

```
49
Properties=species:S:1:pos:R:3:nbo_charge:R:1
C 2.5690 -2.1589 -0.4835 -0.61
C 1.2102 -2.0979 0.2242 -0.41
C 0.0311 -2.0206 -0.7716 -0.43
C -0.8085 -0.7414 -0.6873 -0.06
O -2.1412 -1.1827 -0.4495 -0.24
O -2.9358 0.0217 -0.5189 -0.27
C -4.2409 -0.2926 -0.4914 0.98
O -5.0659 0.4154 -0.9741 -0.57
O -4.4955 -1.4333 0.1797 -0.77
P -6.0513 -1.9830 0.0883 1.58
N -6.5651 -2.4600 -1.2893 -1.28
H 2.4973 -2.8692 -1.3105 0.19
H 3.3492 -2.5317 0.1828 0.20
H 2.8815 -1.1920 -0.8738 0.22
H 1.1102 -3.0249 0.7931 0.20
H 1.1731 -1.2741 0.9351 0.23
H 0.3985 -2.1356 -1.7906 0.21
H -0.6517 -2.8516 -0.5809 0.22
H -0.7866 -0.2066 -1.6371 0.18
H -0.4670 -0.0634 0.0982 0.17
H -5.9776 -2.9531 1.0954 -0.08
H -6.7574 -0.9143 0.6391 -0.07
H -6.6984 -3.4641 -1.3205 0.38
C 1.7688 2.8560 -3.1390 -0.43
C 2.5287 2.2878 -4.3356 -0.43
C 3.2333 1.0912 -3.7098 -0.07
O 2.3692 0.6189 -2.6735 -0.54
C 1.3509 1.5852 -2.4117 -0.07
H 0.9205 3.4822 -3.4103 0.22
H 2.4434 3.4454 -2.5141 0.20
H 1.8292 1.9555 -5.1054 0.20
H 3.2232 2.9943 -4.7876 0.22
H 4.1933 1.3799 -3.2690 0.17
H 3.4079 0.2798 -4.4169 0.19
H 0.4001 1.2094 -2.8015 0.16
H 1.2607 1.7140 -1.3315 0.18
C -0.0094 1.7263 4.2033 -0.43
C 1.0351 1.0507 5.0890 -0.43
C 1.3342 -0.2160 4.2980 -0.07
O 1.1575 0.1229 2.9207 -0.54
C 0.5095 1.3917 2.8113 -0.07
H -0.0996 2.7984 4.3708 0.22
H -0.9894 1.2714 4.3618 0.20
H 1.9292 1.6737 5.1596 0.20
H 0.6846 0.8416 6.0986 0.22
H 0.6372 -1.0199 4.5572 0.17
H 2.3515 -0.5813 4.4419 0.19
H 1.2385 2.1349 2.4705 0.17
H -0.2850 1.3198 2.0664 0.18
```

- Total charge: 0
- Molar mass: 325.34 Da
- Maximum force: 0.80 eV/A
- Spin multiplicity: 1
- SMILES: CCCCOOC(=O)O[PH2]=N.C1CCOC1.C1CCOC1
- Total energy: -1359.54456 hartree

---

Record 2
This record from OMol25 describes a structure of composition C13H29AgO4. The level of theory is wB97M-V/def2-TZVPD.

```
47
Properties=species:S:1:pos:R:3:nbo_charge:R:1
Ag -0.8026 -0.5127 0.1354 0.87
C -1.4951 2.2415 -1.0792 -0.64
C -2.4036 1.8216 0.0583 0.10
C -3.4534 2.9332 0.3110 -0.63
O -2.9135 0.5961 -0.1930 -0.96
H -0.8743 1.3711 -1.3070 0.19
H -0.8280 3.0982 -0.8920 0.16
H -2.0847 2.3888 -1.9932 0.19
H -1.8189 1.7591 1.0223 0.09
H -4.0526 3.0999 -0.5926 0.18
H -2.9418 3.8602 0.6107 0.16
H -4.1421 2.6591 1.1137 0.20
C 1.1619 -2.7984 -3.3736 -0.65
C 0.5457 -2.8252 -1.9480 0.16
C -0.8096 -3.5538 -2.0002 -0.64
O 1.4101 -3.2766 -1.0622 -0.93
H 1.1631 -3.8096 -3.8067 0.17
H 2.2126 -2.5153 -3.2618 0.19
H 0.6855 -2.1225 -4.1025 0.16
H 0.2257 -1.7377 -1.7733 0.02
H -1.3099 -3.4948 -1.0303 0.21
H -0.6844 -4.6141 -2.2570 0.17
H -1.4795 -3.0843 -2.7356 0.17
C -0.8778 -2.0631 4.3608 -0.64
C -0.9722 -0.8764 3.3756 0.11
C 0.3794 -0.1666 3.1726 -0.65
O -1.6985 -1.1963 2.2680 -0.96
H -1.8267 -2.1177 4.9125 0.18
H -0.1297 -1.9873 5.1651 0.16
H -0.7837 -3.0222 3.8442 0.21
H -1.6532 -0.1352 3.8672 0.09
H 0.2727 0.9193 3.1321 0.18
H 0.8458 -0.5464 2.2524 0.20
H 1.0769 -0.4143 3.9825 0.18
C 3.0957 1.6905 -1.4684 -0.43
C 2.4418 2.5463 -0.3882 -0.44
C 1.8107 1.4494 0.4694 -0.06
O 1.3302 0.5089 -0.4973 -0.56
C 1.9857 0.6632 -1.7568 -0.07
H 4.0310 1.2193 -1.1492 0.19
H 3.3943 2.2658 -2.3521 0.19
H 1.5816 3.0459 -0.8468 0.21
H 3.1092 3.2385 0.1195 0.20
H 0.9692 1.7337 1.0995 0.21
H 2.5688 0.9830 1.1153 0.16
H 1.3244 1.0846 -2.5164 0.17
H 2.4139 -0.3067 -2.0047 0.22
```

- Total charge: -2
- Molar mass: 357.24 Da
- Maximum force: 1.63 eV/A
- Energy above the lowest of the compared OMol25 structures with the same formula, charge and spin: 17.13 kcal/mol
- Spin multiplicity: 1
- Total energy: -960.48092 hartree

---

Gap between HOMO and LUMO, record by record: 10.32 5.34 eV
HOMO level, record by record: -9.62 -0.40 eV